1.
Entry from the OMol25 dataset: an isolated ion of composition C3H4N and charge +1 at a distorted geometry (ωB97M-V/def2-TZVPD).

Structure (XYZ):
```
8
Properties=species:S:1:pos:R:3:forces:R:3
C 0.172545 -0.812314 -0.592801 -0.7 0.3 0.6
C -0.876243 0.774613 1.138904 2.9 -2.2 -0.9
C 0.096354 0.077318 0.714773 -0.9 2.8 2.0
N 0.401672 -0.283512 -1.635243 0.8 -0.9 -1.9
H 0.000304 -1.811928 -0.268916 -0.2 -1.0 -0.4
H -1.689901 1.268743 1.587400 -0.9 0.4 0.2
H 1.164002 0.182465 1.017496 -0.8 0.0 0.2
H 0.731266 0.604614 -1.961613 -0.3 0.6 0.2
```
Positions in Å, forces in eV/Å.

Properties
electronic energy	-4653.470	eV
energy relative to the best compared isomer or geometry (same formula, charge and spin)	242.1	kJ/mol
charge	+1
orbital gap (spin up / spin down)	0.2974 / 0.2972	Ha
strongest force on any atom	0.0730	hartree/bohr

2.
Entry from the OMol25 dataset: a 2-piece molecular cluster, CHFINO2 overall at a distorted geometry (ωB97M-V/def2-TZVPD).

Structure (XYZ):
```
7
Properties=species:S:1:pos:R:3:forces:R:3
C -0.612419 0.133171 -0.256096 -2.5 2.9 -0.5
N -0.254965 2.403601 -0.120983 -1.0 -4.0 0.3
O -1.115599 2.868394 0.558572 0.8 1.5 -0.5
O 0.591046 2.720402 -0.891391 -0.5 1.1 0.5
F -0.183386 0.130761 -1.466371 1.0 -0.7 -1.4
I -2.633817 -0.316709 -0.040852 0.0 0.2 0.0
H -0.095743 -0.289552 0.515505 2.1 -1.1 1.5
```
Positions in Å, forces in eV/Å.

Properties
electronic energy	-17450.718	eV
energy relative to the best compared isomer or geometry (same formula, charge and spin)	216.6	kJ/mol
charge	0
orbital gap (spin up / spin down)	0.3237 / 0.2935	Ha
strongest force on any atom	0.0800	hartree/bohr

3.
Entry from the OMol25 dataset: C51H40IIrO6P3 as an isolated structure at a distorted geometry (ωB97M-V/def2-TZVPD).

Structure (XYZ):
```
102
Properties=species:S:1:pos:R:3:forces:R:3
Ir 0.037755 -0.557039 -0.354701 0.0 0.1 0.4
O 0.483228 0.937734 0.925354 -0.2 -0.2 -0.1
P 0.266420 2.374320 0.407288 -0.4 -0.2 0.3
C -1.469854 2.581371 0.997625 0.0 0.0 0.1
P -2.596801 1.379117 0.210658 0.2 0.1 0.1
O -1.888189 0.048073 0.007932 -0.3 -0.2 -0.1
C -3.956349 1.121322 1.340210 0.0 -0.1 0.0
C -5.276871 1.394765 1.000977 0.0 0.0 0.0
C -6.291475 1.123730 1.908650 0.0 0.0 0.0
C -5.989296 0.574328 3.144780 0.0 0.0 0.0
C -4.671121 0.286588 3.482040 0.0 0.0 0.0
C -3.656618 0.556982 2.582612 0.0 0.0 0.0
C -3.218679 2.098887 -1.300486 0.0 0.0 0.0
C -3.758426 3.387246 -1.287464 0.0 0.0 0.0
C -4.306362 3.915606 -2.442302 0.0 0.0 0.0
C -4.313493 3.160736 -3.609851 0.0 0.0 0.0
C -3.775306 1.883681 -3.623444 0.0 0.0 0.0
C -3.227541 1.342514 -2.467861 0.0 0.0 0.0
C 1.241400 3.538317 1.337830 0.0 0.0 0.0
C 1.295628 3.344901 2.717843 0.0 0.1 0.0
C 2.036930 4.211104 3.504479 0.0 0.0 0.0
C 2.720429 5.266614 2.915737 0.0 0.0 0.0
C 2.678790 5.447470 1.540131 0.0 0.0 0.0
C 1.947033 4.579466 0.745353 0.0 0.0 0.0
C 0.055523 2.855556 -1.326321 0.3 -0.2 0.1
C 0.259979 2.022744 -2.425179 0.0 0.0 0.2
C -0.002234 2.484649 -3.702350 0.0 0.0 -0.1
C -0.451492 3.783424 -3.901063 0.0 -0.1 0.0
C -0.658611 4.615898 -2.814026 0.0 0.0 0.1
C -0.413944 4.150812 -1.530597 -0.1 0.1 0.0
H -1.845531 3.600165 0.892302 -0.1 0.0 0.0
H -1.459807 2.326789 2.060870 0.0 0.1 0.0
H -5.519866 1.809816 0.031376 0.0 0.0 0.0
H -7.318209 1.337094 1.644164 0.0 0.0 0.0
H -6.783012 0.360842 3.848348 0.0 0.0 0.0
H -4.438601 -0.151473 4.443176 0.0 0.0 0.0
H -2.632116 0.309878 2.839858 0.0 0.0 0.0
H -3.758962 3.977243 -0.377468 0.0 0.0 0.0
H -4.729652 4.911121 -2.433782 0.0 0.0 0.0
H -4.744968 3.573836 -4.512366 0.0 0.0 0.0
H -3.786589 1.299167 -4.533782 0.0 0.0 0.0
H -2.830919 0.335949 -2.463818 0.0 0.0 0.0
H 0.777474 2.511350 3.177219 0.0 0.0 0.0
H 2.085067 4.058480 4.574136 0.0 0.0 0.0
H 3.295939 5.945277 3.531135 0.0 0.0 0.0
H 3.228376 6.259076 1.082702 0.0 0.0 0.0
H 1.951763 4.696794 -0.330058 0.0 0.0 0.0
H 0.590265 0.999197 -2.296877 0.2 0.0 0.0
H 0.149044 1.824929 -4.546522 0.0 0.0 0.0
H -0.642388 4.144228 -4.903168 0.0 0.0 0.0
H -1.016290 5.626532 -2.959578 0.0 0.0 0.0
H -0.598414 4.812427 -0.691223 0.0 0.0 0.0
O -3.044230 -1.777837 -1.963848 -0.1 -0.1 -0.1
C -2.163684 -2.343038 -1.385496 0.4 0.0 0.4
O -0.851980 -2.034487 -1.494102 0.3 0.5 -1.3
C -2.281852 -3.539954 -0.515308 -0.1 0.1 0.0
C -3.452888 -4.282629 -0.476085 0.1 0.0 0.0
C -3.459944 -5.489190 0.198957 0.0 0.0 0.0
C -2.286360 -5.950877 0.780408 0.0 0.0 0.0
C -1.128006 -5.189408 0.755629 0.1 0.1 0.0
C -1.119610 -3.932854 0.147791 -0.2 0.2 0.0
P 0.322711 -2.776026 -0.020293 0.1 -0.5 0.9
C 1.381494 -3.662036 -1.240054 0.0 0.0 0.0
C 1.016889 -4.951931 -1.640616 -0.1 0.0 0.0
C 1.772461 -5.659410 -2.562644 0.0 0.0 0.0
C 2.905680 -5.092971 -3.122958 0.0 0.0 0.0
C 3.265669 -3.807692 -2.754436 0.0 0.0 0.0
C 2.515169 -3.100320 -1.828514 0.0 0.0 0.1
C 1.106203 -2.796591 1.685137 -0.1 -0.1 0.0
C 2.060879 -1.832495 2.022195 0.1 -0.1 -0.2
C 2.647136 -1.789641 3.276321 0.0 0.0 0.0
C 2.274874 -2.691517 4.259033 0.0 0.0 0.0
C 1.293356 -3.623716 3.968213 0.0 0.1 0.0
C 0.717260 -3.669848 2.706534 -0.1 0.0 0.0
H -4.324021 -3.919712 -1.004922 0.0 0.0 0.0
H -4.358010 -6.090853 0.234745 0.0 0.0 0.0
H -2.266012 -6.925441 1.250289 0.0 0.0 0.0
H -0.224242 -5.618187 1.160949 0.0 0.0 0.0
H 0.131649 -5.430703 -1.258311 0.0 0.0 0.0
H 1.461911 -6.656754 -2.844382 0.0 0.0 0.0
H 3.493828 -5.643617 -3.844928 0.0 0.0 0.0
H 4.138791 -3.338806 -3.189616 0.0 0.0 0.0
H 2.811478 -2.099549 -1.577258 -0.2 0.0 -0.1
H 2.362448 -1.096536 1.300531 0.0 -0.1 0.0
H 3.394330 -1.033374 3.481239 0.0 0.0 0.0
H 2.726194 -2.656190 5.241722 0.0 0.0 0.0
H 0.958885 -4.320311 4.725756 0.0 0.0 0.0
H -0.072178 -4.382031 2.570246 -0.1 0.0 0.0
I 9.070459 -0.620625 0.146153 0.0 0.0 0.0
C 7.028337 -0.266644 -0.054341 0.0 0.0 0.0
C 6.558454 1.039988 -0.105457 0.0 0.0 0.0
C 5.200504 1.269477 -0.239269 0.0 0.0 0.0
C 4.307010 0.204799 -0.330792 0.1 0.1 -0.1
C 4.790963 -1.097644 -0.270153 0.0 0.0 0.1
C 6.149156 -1.336924 -0.131056 0.0 0.0 0.0
C 2.846686 0.515162 -0.453985 -0.1 0.2 0.3
O 2.467723 1.678389 -0.322472 0.3 0.3 -0.6
O 2.088529 -0.518330 -0.636258 -0.3 -0.3 -0.5
H 7.248084 1.869963 -0.039314 0.0 0.0 0.0
H 4.815511 2.279024 -0.275755 0.0 0.0 0.0
H 4.111509 -1.937623 -0.311698 0.1 0.1 0.1
H 6.517732 -2.352069 -0.078006 0.0 0.0 0.0
```
Positions in Å, forces in eV/Å.

Properties
electronic energy	-104625.059	eV
energy relative to the best compared isomer or geometry (same formula, charge and spin)	281.5	kJ/mol
charge	+1
orbital gap	0.2841	Ha
strongest force on any atom	0.0270	hartree/bohr

4.
Entry from the OMol25 dataset: C33H59BClMgN4O4P2Si as an isolated structure at a distorted geometry (ωB97M-V/def2-TZVPD).

Structure (XYZ):
```
106
Properties=species:S:1:pos:R:3:forces:R:3
Mg -0.657699 -0.345858 0.697969 -1.2 0.8 0.3
C -3.325030 1.344188 -4.338957 0.1 0.0 0.1
C -3.225675 0.719674 -2.948149 0.0 0.0 0.2
C -3.017499 -0.794347 -3.089334 0.1 0.1 0.0
C -4.545183 0.920255 -2.189905 0.1 0.0 0.0
P -1.834642 1.290777 -1.778769 0.2 0.2 -0.8
C -0.359838 0.857434 -2.828295 -0.1 0.1 0.1
N 0.645768 0.025957 -2.186620 -0.3 0.1 0.0
B 0.808669 -0.517607 -0.830187 1.5 -0.1 -1.1
N 2.105941 -1.238409 -0.969178 0.1 0.0 -0.1
C 2.977352 -2.061598 -0.135033 -0.3 0.1 0.2
P 3.054183 -1.754966 1.696414 0.2 0.2 -0.3
C 3.987111 -3.359612 2.150591 -0.1 0.1 0.1
C 4.416222 -3.234026 3.617935 0.0 0.0 -0.2
C 5.183350 -3.788247 1.297330 -0.1 0.0 0.0
C 2.919330 -4.465297 2.073000 0.0 0.1 0.0
C 4.304880 -0.308908 1.763457 -0.2 0.0 0.2
C 5.785123 -0.617099 1.550540 -0.1 0.0 0.0
C 4.105599 0.314159 3.153362 0.0 -0.1 -0.1
C 3.880213 0.730532 0.720267 0.0 -0.1 0.1
C 2.561901 -1.150531 -2.272140 0.1 0.0 -0.2
C 3.674513 -1.710319 -2.886199 0.0 0.0 0.0
C 3.899879 -1.452155 -4.236253 0.0 0.0 -0.1
C 3.033111 -0.648823 -4.960401 0.1 0.0 0.0
C 1.910913 -0.091556 -4.353086 -0.1 0.1 0.0
C 1.676840 -0.356275 -3.012220 0.3 -0.1 -0.2
C -1.685504 3.182083 -1.858143 -0.1 -0.1 0.2
C -1.613881 3.877563 -3.218223 0.0 -0.1 0.1
C -2.848708 3.763132 -1.046951 0.1 -0.1 0.0
C -0.390099 3.457197 -1.077334 0.0 -0.2 -0.1
H -3.990885 0.735324 -4.959351 0.0 0.0 0.0
H -2.355291 1.392857 -4.838285 0.0 0.0 0.0
H -3.742583 2.349289 -4.297503 0.0 0.0 0.0
H -3.904128 -1.250133 -3.539601 0.0 0.0 0.0
H -2.863934 -1.234151 -2.106583 0.0 -0.1 -0.1
H -2.161140 -1.043101 -3.718332 0.0 0.0 0.0
H -5.358886 0.395716 -2.700177 0.0 0.0 0.0
H -4.816815 1.973453 -2.123411 0.0 0.0 0.0
H -4.465450 0.523402 -1.175506 -0.1 0.0 0.0
H 0.128269 1.775423 -3.168946 0.0 0.0 -0.1
H -0.720432 0.345287 -3.725707 0.1 0.1 0.0
H 3.995959 -1.942184 -0.516556 -0.1 -0.1 0.1
H 2.701317 -3.114379 -0.265272 0.1 0.0 0.0
H 5.225076 -2.512079 3.740515 0.0 0.0 0.1
H 4.774063 -4.199604 3.989141 0.0 0.0 0.0
H 3.568429 -2.923605 4.226584 0.0 0.0 0.1
H 6.041848 -3.135141 1.430501 0.0 0.0 0.0
H 4.933107 -3.825651 0.235457 0.0 0.0 0.0
H 5.488776 -4.795333 1.600852 0.0 0.0 0.0
H 1.988805 -4.131032 2.528894 -0.1 0.0 0.1
H 3.267025 -5.356679 2.603309 0.0 0.0 0.0
H 2.709410 -4.750576 1.040482 0.0 0.0 0.0
H 6.182761 -1.262163 2.333070 0.0 0.0 0.0
H 6.351367 0.320315 1.582001 0.0 0.0 0.0
H 5.959393 -1.080676 0.577478 0.1 0.0 0.0
H 4.377435 -0.384520 3.946608 0.0 0.0 0.0
H 3.058490 0.576250 3.296867 -0.1 0.1 0.0
H 4.717323 1.216118 3.257724 0.0 0.0 0.0
H 4.088304 0.394253 -0.296740 -0.1 0.0 0.0
H 4.443907 1.654131 0.887540 0.0 0.0 0.0
H 2.815646 0.955645 0.802109 0.0 0.0 -0.1
H 4.358256 -2.347033 -2.339925 0.0 0.0 -0.1
H 4.759502 -1.894205 -4.725075 0.0 0.0 0.0
H 3.225405 -0.460141 -6.009436 0.0 0.0 0.0
H 1.234022 0.526306 -4.929563 0.0 0.0 0.0
H -2.592354 3.935653 -3.691712 0.0 0.0 0.0
H -0.932153 3.376354 -3.906975 0.0 0.0 0.0
H -1.253506 4.901513 -3.076685 0.0 0.0 0.0
H -3.795476 3.671557 -1.579865 0.0 0.0 0.0
H -2.683432 4.827398 -0.850168 0.0 0.0 0.0
H -2.931674 3.240323 -0.092017 0.0 0.1 -0.1
H 0.498310 3.222812 -1.666571 0.0 0.0 0.0
H -0.370408 2.855390 -0.166917 0.1 0.1 0.0
H -0.339631 4.513413 -0.798143 0.0 0.0 0.0
C -2.659414 -3.149874 -0.424236 0.0 0.1 0.1
C -3.401815 -1.989637 0.185276 -0.1 -0.2 0.0
C -4.733284 -2.082425 0.539632 0.0 0.1 0.0
C -5.299604 -1.010180 1.246608 0.1 0.0 0.0
C -4.544967 0.084191 1.566289 0.0 0.0 0.0
C -3.185369 0.146540 1.139001 -0.4 0.5 -0.1
N -2.679907 -0.890547 0.419244 -0.1 -0.2 0.2
N -2.339492 1.151178 1.360983 0.2 -0.4 0.2
Si -2.454455 2.303878 2.609845 0.1 0.8 0.5
C -2.408242 1.681560 4.404558 0.0 -0.2 -0.4
C -0.963504 3.469119 2.440991 -0.3 -0.2 0.0
C -4.013644 3.422615 2.520677 0.1 -0.3 -0.2
H -3.274066 -3.695781 -1.140085 0.0 0.0 0.0
H -2.363262 -3.826337 0.379718 0.0 0.0 0.0
H -1.746144 -2.795631 -0.902799 0.0 -0.1 -0.1
H -5.314332 -2.964473 0.307309 0.1 0.0 0.0
H -6.336890 -1.063498 1.558988 0.0 0.0 0.0
H -4.939923 0.897212 2.160643 -0.1 0.0 -0.1
H -1.388585 1.400853 4.675017 0.0 0.0 0.0
H -3.023055 0.787901 4.518359 0.0 0.0 0.1
H -2.754834 2.437218 5.113002 0.0 0.1 -0.1
H -0.054855 2.900617 2.229049 0.0 0.0 0.0
H -0.810460 4.008607 3.379127 0.0 0.0 0.0
H -1.103934 4.211622 1.653665 0.0 0.0 0.0
H -4.808728 3.078562 3.186235 0.0 0.0 0.0
H -4.421421 3.438670 1.506935 0.0 0.0 0.0
H -3.777493 4.452585 2.798140 0.1 0.0 0.0
O -0.674234 -2.241521 1.896251 0.2 0.1 -0.9
Cl -0.862756 -1.400504 3.056739 0.3 -2.2 3.1
O -2.247619 -1.263800 3.328945 -0.5 0.2 0.0
O -0.205280 -1.998581 4.179599 0.1 0.1 -0.1
O -0.249598 -0.123252 2.786692 0.4 0.8 -0.7
```
Positions in Å, forces in eV/Å.

Properties
electronic energy	-94428.662	eV
energy relative to the best compared isomer or geometry (same formula, charge and spin)	137.6	kJ/mol
charge	-1
orbital gap	0.2630	Ha
strongest force on any atom	0.0738	hartree/bohr